Computed, not measured: a structure of composition CHI4N in a non-equilibrium geometry, with ωB97M-V/def2-TZVPD.

Calculated values
Total energy, eV: -34941.2682
Largest force on an atom, eV Å⁻¹: 1.549
Energy above the lowest of the compared OMol25 structures with the same formula, charge and spin, kcal per mole: 91.6
Molecular weight, g mol⁻¹: 534.64

ORCA input file:
```
! RIJCOSX wB97M-V def2-TZVPD def2/J DEFGRID3
* xyz 0 1
C 1.038 0.367 0.041
N -1.622 -0.007 -0.129
I 1.381 1.928 1.500
I 1.666 -1.559 0.513
I 1.342 1.018 -2.012
I -1.605 -1.871 -0.611
H -2.200 0.125 0.697
*
```

---

Computed, not measured: a cluster of 6 separate species, C40H90ClN5 in total in a non-equilibrium geometry, with ωB97M-V/def2-TZVPD.

Calculated values
Total energy, eV: -62876.4096
Largest force on an atom, eV Å⁻¹: 3.289
Energy above the lowest of the compared OMol25 structures with the same formula, charge and spin, kcal per mole: 62.7
Molecular weight, g mol⁻¹: 676.65

ORCA input file:
```
! RIJCOSX wB97M-V def2-TZVPD def2/J DEFGRID3
* xyz 4 1
Cl -0.460 -0.155 0.219
C -2.320 -4.497 -2.826
C -1.076 -4.760 -2.066
C -0.252 -3.552 -1.818
N 1.051 -3.886 -0.917
C 0.598 -4.298 0.535
C 1.867 -5.055 -1.584
C 3.319 -4.943 -1.120
C 3.409 -3.538 -0.579
C 2.133 -2.792 -0.893
H -2.801 -5.422 -3.145
H -2.186 -4.119 -3.839
H -3.095 -3.954 -2.285
H -0.575 -5.514 -2.672
H -1.394 -5.143 -1.096
H -0.559 -2.729 -1.173
H 0.124 -3.098 -2.736
H 1.519 -4.501 1.081
H 0.026 -5.224 0.468
H -0.018 -3.546 1.027
H 1.430 -6.021 -1.331
H 1.869 -4.890 -2.661
H 3.535 -5.743 -0.412
H 3.911 -4.984 -2.034
H 3.534 -3.647 0.499
H 4.203 -2.931 -1.014
H 1.735 -2.006 -0.251
H 2.165 -2.360 -1.893
C 4.026 2.380 -5.088
C 2.839 2.069 -4.213
C 1.576 1.915 -5.047
N 0.329 1.541 -4.276
C 0.036 2.637 -3.213
C 0.392 0.133 -3.589
C -1.049 -0.373 -3.444
C -1.790 0.342 -4.573
C -0.870 1.371 -5.251
H 4.854 2.398 -4.379
H 3.852 3.271 -5.690
H 4.271 1.501 -5.684
H 2.737 2.957 -3.589
H 3.028 1.315 -3.450
H 1.657 1.091 -5.757
H 1.455 2.807 -5.662
H 0.729 2.507 -2.381
H -0.945 2.432 -2.784
H 0.050 3.654 -3.603
H 1.022 0.234 -2.706
H 0.907 -0.559 -4.256
H -1.408 -0.006 -2.482
H -1.144 -1.450 -3.583
H -2.729 0.796 -4.257
H -2.005 -0.375 -5.365
H -1.346 2.294 -5.582
H -0.409 0.895 -6.117
C -3.524 7.370 -0.605
C -2.464 6.301 -0.385
C -2.769 5.470 0.879
N -1.835 4.238 1.190
C -0.528 4.807 1.806
C -2.470 3.252 2.120
C -3.437 2.417 1.298
C -2.997 2.573 -0.191
C -1.672 3.270 -0.072
H -3.477 8.084 0.218
H -4.455 6.804 -0.603
H -3.360 7.960 -1.507
H -1.539 6.877 -0.413
H -2.562 5.654 -1.257
H -3.800 5.128 0.787
H -2.779 6.057 1.797
H -0.023 3.846 1.896
H -0.779 5.282 2.754
H 0.041 5.424 1.110
H -1.642 2.711 2.577
H -2.898 3.819 2.947
H -3.378 1.389 1.654
H -4.485 2.568 1.559
H -2.913 1.552 -0.563
H -3.790 3.059 -0.760
H -0.855 2.576 0.127
H -1.472 3.840 -0.979
C -4.016 -4.842 0.594
C -2.955 -4.450 1.650
C -2.840 -2.893 1.901
N -2.414 -2.453 3.314
C -1.075 -3.087 3.690
C -3.617 -2.802 4.268
C -3.924 -1.477 5.125
C -3.482 -0.367 4.174
C -2.206 -0.922 3.518
H -4.129 -5.919 0.475
H -3.666 -4.593 -0.408
H -4.981 -4.354 0.728
H -2.011 -4.856 1.286
H -3.037 -5.002 2.586
H -3.777 -2.419 1.611
H -2.120 -2.413 1.239
H -0.163 -2.609 3.333
H -1.074 -4.149 3.444
H -0.939 -3.003 4.768
H -3.277 -3.716 4.755
H -4.473 -3.048 3.640
H -3.420 -1.454 6.091
H -4.988 -1.390 5.341
H -3.389 0.567 4.729
H -4.320 -0.171 3.505
H -1.352 -0.821 4.189
H -2.030 -0.458 2.547
C 7.291 1.265 1.678
C 5.957 0.500 1.886
C 4.744 1.472 1.917
N 3.362 0.956 1.502
C 3.332 0.584 -0.022
C 2.249 2.031 1.743
C 1.417 1.586 2.935
C 2.170 0.457 3.574
C 2.797 -0.202 2.373
H 8.223 0.732 1.865
H 7.409 2.135 2.325
H 7.208 1.672 0.670
H 6.104 0.054 2.869
H 5.817 -0.337 1.202
H 4.871 2.255 1.169
H 4.713 1.905 2.917
H 3.754 1.406 -0.600
H 2.333 0.357 -0.394
H 3.981 -0.243 -0.312
H 1.658 2.153 0.835
H 2.797 2.954 1.933
H 0.449 1.173 2.654
H 1.104 2.412 3.574
H 1.588 -0.221 4.199
H 2.974 0.829 4.209
H 1.957 -0.595 1.801
H 3.523 -0.993 2.561
*
```

---

Computed, not measured: the ion CH3F3OP with charge +1 in a non-equilibrium geometry, with ωB97M-V/def2-TZVPD.

Calculated values
Total energy, eV: -20567.4925
Largest force on an atom, eV Å⁻¹: 7.201
Energy above the lowest of the compared OMol25 structures with the same formula, charge and spin, kcal per mole: 38.3
Molecular weight, g mol⁻¹: 119.00

ORCA input file:
```
! RIJCOSX wB97M-V def2-TZVPD def2/J DEFGRID3
* xyz 1 1
C 0.193 0.152 -0.162
O -0.067 0.156 -1.595
F 2.190 -0.942 -3.164
F 0.837 -2.430 -1.795
F 0.109 -1.424 -3.860
P 0.835 -1.171 -2.576
H -0.588 0.834 0.058
H 1.200 0.529 -0.035
H 0.007 -0.818 0.208
*
```

---

Computed, not measured: a cluster of 2 separate species, C9H21N2Si in total in a non-equilibrium geometry, with ωB97M-V/def2-TZVPD.

Calculated values
Total energy, eV: -20521.8844
Largest force on an atom, eV Å⁻¹: 5.928
Energy above the lowest of the compared OMol25 structures with the same formula, charge and spin, kcal per mole: 87.5
Molecular weight, g mol⁻¹: 185.37

ORCA input file:
```
! RIJCOSX wB97M-V def2-TZVPD def2/J DEFGRID3
* xyz 1 1
C 1.199 0.326 -1.243
C -1.137 -0.759 -1.553
C -0.874 0.325 -2.553
C -0.008 -1.771 -1.299
C 0.591 2.312 -2.434
C 2.135 -1.528 0.000
C -0.039 -0.762 3.752
C -2.319 0.576 2.416
C 0.623 1.041 0.994
N 0.325 1.010 -1.985
N 1.220 -1.000 -1.067
Si -0.443 0.472 2.360
H -1.321 -0.151 -0.556
H -2.104 -1.376 -1.707
H -0.708 -0.166 -3.484
H -1.755 0.886 -2.521
H -0.256 -2.441 -0.448
H -0.025 -2.481 -2.048
H -0.138 2.569 -3.106
H 0.579 3.122 -1.651
H 1.496 2.386 -2.936
H 1.868 -2.546 -0.087
H 1.824 -1.161 1.078
H 3.101 -1.251 -0.170
H -0.357 -1.752 3.472
H 1.138 -0.896 3.834
H -0.473 -0.521 4.702
H -2.784 1.294 1.623
H -2.825 -0.395 2.118
H -2.616 0.904 3.458
H 1.581 0.870 1.236
H 2.117 0.713 -0.945
H 0.386 2.152 0.752
*
```

---

Computed, not measured: a structure of composition C12H33CdFN3O3 in a non-equilibrium geometry, with ωB97M-V/def2-TZVPD.

Calculated values
Total energy, eV: -30852.4604
Largest force on an atom, eV Å⁻¹: 2.812
⟨S²⟩: 0.755
Molecular weight, g mol⁻¹: 398.82

ORCA input file:
```
! RIJCOSX wB97M-V def2-TZVPD def2/J DEFGRID3
* xyz 2 2
Cd 16.220 -0.126 -32.030
F 15.015 1.581 -32.185
C 12.677 -2.364 -32.980
C 14.118 -1.798 -33.092
C 14.385 -0.871 -34.302
O 15.760 -0.551 -34.362
C 15.963 0.464 -35.413
N 14.297 -1.130 -31.805
H 11.954 -1.551 -32.919
H 12.611 -3.152 -32.229
H 12.335 -2.700 -33.959
H 14.792 -2.649 -33.186
H 13.786 0.030 -34.169
H 13.913 -1.304 -35.184
H 15.718 1.421 -34.950
H 15.348 0.551 -36.309
H 16.960 0.392 -35.846
H 14.031 -1.817 -31.115
H 13.475 -0.550 -31.708
C 12.015 1.198 -28.299
C 12.863 1.243 -29.636
C 11.958 1.368 -30.938
O 11.196 0.276 -31.260
C 10.377 0.474 -32.376
N 13.755 2.360 -29.535
H 12.583 1.376 -27.385
H 11.545 0.216 -28.252
H 11.164 1.870 -28.405
H 13.520 0.382 -29.758
H 12.514 1.687 -31.820
H 11.298 2.209 -30.724
H 9.542 1.138 -32.153
H 9.771 -0.426 -32.483
H 10.843 0.670 -33.342
H 14.375 2.149 -30.303
H 13.135 3.059 -29.917
C 15.260 4.561 -33.586
C 13.976 5.227 -33.008
C 12.811 4.956 -34.014
O 12.943 5.542 -35.330
C 13.200 6.979 -35.198
N 13.760 4.404 -31.829
H 15.634 5.099 -34.457
H 15.110 3.531 -33.908
H 16.115 4.723 -32.930
H 14.056 6.260 -32.668
H 11.911 5.437 -33.632
H 12.651 3.877 -34.018
H 12.856 7.531 -36.072
H 14.241 7.101 -34.899
H 12.546 7.538 -34.529
H 14.173 3.499 -32.001
H 14.385 4.739 -31.109
*
```

---

Computed, not measured: a structure of composition C41H44ClN2P2RuS in a non-equilibrium geometry, with ωB97M-V/def2-TZVPD.

Calculated values
Total energy, eV: -90710.6748
Largest force on an atom, eV Å⁻¹: 6.567
⟨S²⟩: 8.783
Energy above the lowest of the compared OMol25 structures with the same formula, charge and spin, kcal per mole: 0.0
Molecular weight, g mol⁻¹: 795.36

ORCA input file:
```
! RIJCOSX wB97M-V def2-TZVPD def2/J DEFGRID3
* xyz 2 6
Ru -0.302 -0.675 -0.533
Cl -1.051 -2.230 -2.177
P -2.546 -0.245 -0.101
P 1.859 -1.354 -1.059
C -2.921 1.216 0.933
C -3.430 -1.580 0.788
C -3.519 0.045 -1.618
C 2.509 -0.858 -2.697
C 3.185 -0.785 0.064
C 2.006 -3.173 -1.014
C -3.618 2.324 0.438
C -3.864 3.423 1.262
C -3.420 3.423 2.584
C -2.724 2.319 3.083
C -2.473 1.224 2.263
H -3.972 2.325 -0.588
H -4.407 4.278 0.869
H -3.613 4.279 3.223
H -2.371 2.315 4.110
H -1.928 0.369 2.653
C -2.991 0.926 -2.571
C -3.710 1.220 -3.727
C -4.953 0.624 -3.946
C -5.476 -0.264 -3.006
C -4.763 -0.552 -1.842
H -2.008 1.360 -2.401
H -3.294 1.902 -4.463
H -5.509 0.843 -4.854
H -6.438 -0.738 -3.179
H -5.168 -1.251 -1.116
C -4.545 -1.297 1.592
C -5.218 -2.326 2.249
C -4.784 -3.645 2.110
C -3.676 -3.932 1.312
C -2.997 -2.906 0.655
H -4.879 -0.270 1.711
H -6.078 -2.095 2.871
H -5.307 -4.446 2.626
H -3.334 -4.957 1.203
H -2.139 -3.125 0.027
C 3.912 -1.667 0.871
C 4.900 -1.180 1.729
C 5.171 0.186 1.784
C 4.449 1.070 0.979
C 3.460 0.589 0.126
H 3.709 -2.732 0.827
H 5.459 -1.873 2.352
H 5.940 0.563 2.452
H 4.652 2.136 1.021
H 2.897 1.281 -0.494
C 1.619 -0.609 -3.751
C 2.107 -0.252 -5.007
C 3.481 -0.135 -5.222
C 4.372 -0.377 -4.175
C 3.890 -0.737 -2.918
H 0.552 -0.709 -3.579
H 1.411 -0.062 -5.819
H 3.858 0.149 -6.201
H 5.442 -0.283 -4.335
H 4.585 -0.914 -2.103
C 2.818 -3.890 -1.897
C 2.903 -5.279 -1.797
C 2.183 -5.956 -0.812
C 1.370 -5.243 0.072
C 1.275 -3.858 -0.032
H 3.372 -3.366 -2.670
H 3.528 -5.832 -2.492
H 2.247 -7.038 -0.740
H 0.800 -5.767 0.833
H 0.624 -3.292 0.630
H -1.594 -1.516 -5.278
H -1.719 -2.216 -5.062
C 2.932 5.012 1.421
C 1.491 4.517 1.513
N 1.380 3.194 0.932
C 0.918 1.999 1.581
S 0.372 0.802 0.635
N 0.881 1.783 2.999
C 1.655 2.474 4.010
C 0.726 3.146 5.015
H 3.611 4.347 1.994
H 3.001 6.039 1.838
H 3.263 5.032 0.361
H 1.126 4.558 2.549
H 0.837 5.208 0.940
H 1.528 3.151 -0.089
H 0.343 0.970 3.339
H 2.283 1.727 4.543
H 2.364 3.198 3.580
H 0.069 2.389 5.494
H 1.326 3.648 5.803
H 0.087 3.902 4.514
*
```